1.
37
Properties=species:S:1:pos:R:3 method="wB97M-V/def2-TZVPD" total_charge=-1 e_homo_ev=-3.56 orbital_gap_ev=5.4
C 1.4368 -0.6158 -5.3666
N 2.0296 0.3028 -4.4071
C 3.4154 0.6512 -4.6749
C 1.3865 0.6466 -3.2054
C 1.5136 -0.1662 -2.0538
C 0.8959 0.1878 -0.8641
C 0.0652 1.3293 -0.7804
C -0.6274 1.6924 0.4431
C -0.0175 1.6125 1.6748
C -0.6612 2.0355 2.8705
N -1.1813 2.4135 3.8491
C 1.3800 1.3590 1.8110
N 2.5230 1.1569 1.9766
C -0.0850 2.1181 -1.9473
C 0.5805 1.8093 -3.1168
H 0.4059 -0.8474 -5.0671
H 1.4336 -0.1533 -6.3665
H 2.0253 -1.5473 -5.4240
H 3.7917 1.3161 -3.8861
H 4.0396 -0.2564 -4.7246
H 3.4845 1.1624 -5.6479
H 2.1243 -1.0655 -2.1161
H 1.0369 -0.4364 0.0196
H -1.6471 2.0791 0.3504
H -0.6983 3.0177 -1.8782
H 0.5036 2.4517 -3.9967
C -1.9920 -2.7541 6.1055
C -2.9932 -2.1083 5.1687
O -2.2589 -1.8290 3.9475
C -2.9117 -1.1918 2.9356
S -2.0039 -0.6625 1.6402
S -4.5552 -0.9611 3.0829
H -2.4371 -2.9489 7.0850
H -1.6457 -3.7091 5.6980
H -1.1210 -2.1075 6.2481
H -3.8401 -2.7946 4.9909
H -3.3950 -1.1866 5.6260

2.
47
Properties=species:S:1:pos:R:3 method="wB97M-V/def2-TZVPD" total_charge=+1 e_homo_ev=-10.73 orbital_gap_ev=8.2 e_above_lowest_ev=0.0000
Al 0.8198 0.3798 0.1909
N 0.4289 0.3324 3.9140
C 1.1087 -0.6855 3.2755
N 1.5524 -0.6206 2.0532
C 2.2953 -1.7288 1.6736
C 2.3672 -2.6971 2.6166
S 1.5495 -2.1548 4.0404
C 2.8615 -1.6239 0.3299
C 3.7970 -2.4076 -0.2318
S 4.2866 -1.7450 -1.7490
C 3.1326 -0.4738 -1.5704
N 2.4443 -0.5815 -0.4518
N 2.9549 0.4740 -2.5299
H 0.8682 1.2217 3.6731
H 0.3504 0.2025 4.9492
H 2.8857 -3.6214 2.5106
H 4.2936 -3.2904 0.1388
H 3.5881 0.4985 -3.3071
H 2.4395 1.3129 -2.3273
N -0.9583 0.8581 1.2338
N -2.0482 -0.0360 1.2231
C -1.9351 -1.1947 0.5657
N -3.0268 -1.9343 0.4162
S -0.4138 -1.7975 0.1144
H -0.7018 1.0256 2.2002
H -1.2600 1.7618 0.7908
H -2.9366 0.3476 1.4672
H -3.9452 -1.5690 0.5288
H -2.9445 -2.8677 0.0005
Cl -1.7131 3.5036 -0.9700
C -2.2979 1.9618 -1.5371
C -3.6596 1.8249 -1.8740
C -4.1090 0.6676 -2.4913
C -3.2030 -0.4012 -2.7333
C -1.9130 -0.2499 -2.3815
C -1.3852 0.9553 -1.8434
C 0.0727 1.0590 -1.5699
H -4.3341 2.6518 -1.7785
H -5.1535 0.6718 -2.8628
H -3.5105 -1.2468 -3.3384
H -1.1692 -0.9883 -2.6198
H 0.4192 2.1157 -1.7302
H 0.4953 0.4921 -2.3991
F 3.0097 1.8423 1.3031
C 1.7348 2.0569 0.9203
F 1.0655 2.5585 2.0702
F 1.7970 3.1396 0.0966

3.
43
Properties=species:S:1:pos:R:3 method="wB97M-V/def2-TZVPD" total_charge=-1 e_homo_ev="-3.83 / -4.20" orbital_gap_ev="6.2 / 4.9" multiplicity=6 e_above_lowest_ev=0.6861
Os -1.2462 -0.9227 -0.7866
Se -2.7763 -1.5324 0.8884
Te -2.3920 -3.8802 1.4145
Te -2.0541 -4.1828 -2.3724
Se -2.7160 -1.8241 -2.4661
O -1.9039 1.1629 0.4434
N -2.9856 1.7985 0.1164
C -3.8561 2.1595 1.0726
C -5.0049 2.8478 0.7770
C -5.2765 3.1718 -0.5536
C -4.3985 2.7763 -1.5327
C -3.2394 2.0650 -1.2068
S -2.1417 1.4875 -2.3567
H -3.5675 1.8674 2.0700
H -5.6822 3.1229 1.5701
H -6.1745 3.7119 -0.8131
H -4.5732 2.9878 -2.5766
C 2.0014 0.0757 4.1877
Si 2.5959 -0.6444 2.5201
C 3.9356 0.5373 1.8222
C 3.4224 -2.3353 2.8349
C 1.1831 -0.8197 1.3509
C 0.2412 -0.9598 0.5936
H 2.8061 0.1305 4.9175
H 1.2119 -0.5402 4.6068
H 1.5995 1.0767 4.0577
H 4.7744 0.6070 2.5112
H 3.5449 1.5402 1.6726
H 4.3211 0.1928 0.8664
H 4.2289 -2.2430 3.5566
H 3.8369 -2.7542 1.9240
H 2.7057 -3.0510 3.2216
Br 2.5256 -3.2894 -4.5041
C 1.8970 -1.7365 -3.6184
C 2.4952 -0.5059 -3.8420
C 1.9818 0.5763 -3.1392
C 0.9230 0.3969 -2.2771
N 0.3268 -0.7960 -2.0955
C 0.8320 -1.8520 -2.7514
H 3.3220 -0.3961 -4.5256
H 2.4036 1.5587 -3.2731
H 0.5181 1.2318 -1.7156
H 0.3544 -2.8174 -2.5906